Below is C8H12 in the gas phase at a distorted geometry, with properties calculated with ωB97M-V/def2-TZVPD.

Summary:
Total energy in eV: -8487.493
Orbital gap in eV: 9.31
Structure (SMILES): C=C/C(=C\C)C(=C)C
Strongest force on any atom in eV Å⁻¹: 4.91
Energy above the lowest of the compared OMol25 structures with the same formula, charge and spin in kcal/mol: 48.2

Element x y z (Å)
C: -2.097 1.171 -0.016
C: -1.212 0.369 0.713
C: -0.020 -0.287 0.082
C: -0.087 -0.927 -1.109
C: -1.306 -1.454 -1.785
C: 1.209 0.037 0.824
C: 1.578 -0.508 2.060
C: 1.993 1.238 0.348
H: -1.719 1.296 -1.096
H: -3.088 1.391 0.281
H: -1.226 0.344 1.829
H: 0.909 -1.201 -1.619
H: -1.289 -1.349 -2.880
H: -2.218 -0.832 -1.484
H: -1.639 -2.420 -1.534
H: 1.021 -1.313 2.508
H: 2.595 -0.119 2.357
H: 1.650 1.538 -0.634
H: 3.016 0.912 0.212
H: 1.932 2.115 0.943

And the Mulliken charges, in e, turn out to be: -0.970, -0.076, 0.317, -0.101, -1.168, 0.467, -0.936, -1.435, 0.355, 0.314, 0.310, 0.282, 0.311, 0.281, 0.327, 0.339, 0.269, 0.387, 0.403, 0.324

Below is 2 unconnected molecules or ions with the total composition Cl2F2H2N2P2S at a distorted geometry, with properties calculated with ωB97M-V/def2-TZVPD.

Summary:
Total energy in eV: -62906.751
Orbital gap in eV: 6.72
Strongest force on any atom in eV Å⁻¹: 3.09
Energy above the lowest of the compared OMol25 structures with the same formula, charge and spin in kcal/mol: 41.1

Element x y z (Å)
N: -0.279 1.327 1.201
N: 1.404 -0.504 -0.213
F: 2.213 1.771 0.708
F: 0.894 1.666 -1.218
P: 0.875 0.991 0.250
P: -1.909 -0.717 0.149
S: -1.419 -2.581 0.369
Cl: -1.676 -0.018 -1.705
Cl: -3.759 -0.244 0.672
H: 2.274 -0.486 -0.727
H: 1.381 -1.206 0.513

And the Mulliken charges, in e, turn out to be: -0.591, -0.435, -0.255, -0.281, 0.883, 0.664, -0.259, -0.098, -0.120, 0.250, 0.241

Below is C5H2Cl2 in the gas phase at a distorted geometry, with properties calculated with ωB97M-V/def2-TZVPD.

Summary:
Total energy in eV: -30256.461
Orbital gap in eV: 11.03
Structure (SMILES): C#CC(Cl)(Cl)C#C
Strongest force on any atom in eV Å⁻¹: 5.16
Energy above the lowest of the compared OMol25 structures with the same formula, charge and spin in kcal/mol: 34.3

Element x y z (Å)
C: 2.073 -0.112 1.236
C: 1.635 0.041 0.136
C: 0.980 0.761 -1.464
Cl: 1.515 2.430 -1.482
Cl: 1.758 -0.204 -2.723
C: -0.434 0.600 -1.462
C: -1.621 0.456 -1.541
H: 2.464 -0.369 2.177
H: -2.664 0.335 -1.576

And the Mulliken charges, in e, turn out to be: 0.022, -0.713, 0.714, -0.103, -0.112, -0.892, 0.183, 0.443, 0.458

Below is 2 unconnected molecules or ions with the total composition C23H44FN3O4SSi at a distorted geometry, with properties calculated with ωB97M-V/def2-TZVPD.

Summary:
Total energy in eV: -58641.676
Orbital gap in eV: 6.85
Structure (SMILES): CC(C)=CCC[C@H](C)CC[C@@H](C#N)[C@@](C#N)(CCO[Si](C)(C)C)S(=O)(=O)F.COC[C@@H](C)N
Strongest force on any atom in eV Å⁻¹: 12.48

Element x y z (Å)
C: -6.171 7.624 -1.341
C: -4.502 7.693 -1.368
C: -3.822 8.063 -2.817
C: -3.722 7.457 -0.102
C: -2.160 7.932 0.060
C: -1.165 6.825 0.747
C: -1.644 5.264 0.586
C: -2.616 4.951 1.911
C: -0.278 4.339 0.827
C: -0.436 2.803 0.207
C: -0.223 1.764 1.458
C: -1.694 1.696 2.250
N: -2.867 1.658 2.795
C: 0.121 0.219 1.030
C: -1.315 -0.581 0.895
N: -2.350 -1.306 0.538
C: 1.117 0.058 -0.261
C: 1.395 -1.534 -0.692
O: 1.184 -1.593 -2.145
Si: 1.831 -3.053 -2.869
C: 2.973 -2.450 -4.350
C: 0.504 -4.202 -3.661
C: 2.931 -4.132 -1.719
S: 1.037 -0.538 2.523
O: 1.097 -2.094 2.467
O: 0.345 -0.187 3.886
F: 2.689 0.024 2.573
H: -6.488 6.493 -1.331
H: -6.583 8.210 -0.410
H: -6.601 8.175 -2.308
H: -4.259 7.294 -3.608
H: -4.130 9.144 -3.212
H: -2.653 7.987 -2.844
H: -4.339 6.932 0.774
H: -2.175 8.868 0.801
H: -1.662 8.330 -0.933
H: -1.059 7.051 1.892
H: -0.107 6.955 0.238
H: -2.164 5.015 -0.432
H: -2.039 4.415 2.776
H: -3.595 4.349 1.601
H: -3.000 5.990 2.338
H: 0.591 4.890 0.223
H: 0.071 4.317 1.943
H: -1.467 2.697 -0.337
H: 0.398 2.727 -0.636
H: 0.637 2.173 2.178
H: 0.629 0.586 -1.186
H: 2.160 0.561 -0.085
H: 2.524 -1.732 -0.360
H: 0.663 -2.272 -0.131
H: 3.930 -3.115 -4.458
H: 2.314 -2.486 -5.329
H: 3.263 -1.311 -4.143
H: -0.218 -4.672 -2.853
H: 1.053 -5.023 -4.320
H: -0.139 -3.526 -4.392
H: 2.617 -5.260 -1.891
H: 4.082 -4.075 -2.030
H: 2.822 -3.927 -0.573
C: 2.455 -8.461 3.675
O: 3.384 -8.786 2.652
C: 2.810 -8.894 1.346
C: 2.585 -7.540 0.633
C: 1.377 -6.766 1.157
N: 3.775 -6.683 0.717
H: 1.473 -8.910 3.500
H: 2.370 -7.378 3.770
H: 2.846 -8.843 4.623
H: 3.531 -9.472 0.756
H: 1.891 -9.493 1.376
H: 2.391 -7.757 -0.425
H: 1.572 -6.276 2.115
H: 1.095 -5.977 0.451
H: 0.510 -7.425 1.282
H: 4.556 -7.166 0.274
H: 4.048 -6.638 1.703

And the Mulliken charges, in e, turn out to be: -0.972, 0.386, -1.078, -0.260, -0.377, -0.794, 0.575, -1.308, -1.042, -0.469, 0.011, -0.014, -0.532, 0.645, -0.017, -0.535, -0.766, -0.345, -0.380, 0.541, -0.966, -0.907, -0.769, 1.197, -0.471, -0.551, -0.326, 0.248, 0.299, 0.299, 0.291, 0.276, 0.271, 0.165, 0.223, 0.195, 0.290, 0.307, 0.407, 0.287, 0.192, 0.379, 0.248, 0.405, 0.379, 0.316, 0.494, 0.380, 0.359, 0.288, 0.314, 0.294, 0.252, 0.236, 0.268, 0.264, 0.260, 0.093, 0.288, 0.244, -0.634, -0.387, -0.869, 0.414, -1.179, -0.566, 0.292, 0.225, 0.253, 0.372, 0.437, 0.358, 0.236, 0.136, 0.372, 0.272, 0.279

Below is a molecular structure, C24H32GeO3PReS4Sb at a distorted geometry, with properties calculated with ωB97M-V/def2-TZVPD.

Summary:
Total energy in eV: -149344.571
Expectation value of S²: 0.93
Orbital gap (spin up / spin down) in eV: 2.84 / 2.82
Spin multiplicity: 2
Charge: +2
Strongest force on any atom in eV Å⁻¹: 5.28
Energy above the lowest of the compared OMol25 structures with the same formula, charge and spin in kcal/mol: 19.9

Element x y z (Å)
Re: -0.478 -1.857 -0.267
S: -1.042 -5.679 2.478
Sb: -1.903 -3.642 1.667
S: -0.501 0.084 0.961
S: -1.999 -3.345 -0.944
S: -4.078 -3.043 2.322
C: -0.140 -1.196 -2.003
H: -0.518 -0.148 -2.222
H: 0.483 -1.563 -2.843
C: -3.799 0.152 0.432
Ge: -2.256 1.309 0.361
C: -2.276 2.677 1.744
C: -3.482 2.920 2.471
C: -3.479 3.688 3.635
C: -2.319 4.392 3.978
C: -1.165 4.228 3.220
C: -1.117 3.346 2.149
C: -2.104 2.366 -1.262
C: -3.351 2.717 -1.760
C: -3.412 3.519 -2.899
C: -2.280 4.046 -3.498
C: -1.018 3.777 -2.948
C: 0.132 4.376 -3.564
C: 1.397 4.034 -3.129
C: 1.524 3.097 -2.051
C: 0.415 2.559 -1.438
C: -0.925 2.867 -1.859
H: -4.662 0.782 0.898
H: -3.770 -0.738 1.084
H: -4.085 -0.241 -0.518
H: -4.368 2.436 2.163
H: -4.355 3.771 4.241
H: -2.297 5.060 4.823
H: -0.220 4.625 3.586
H: -0.137 3.065 1.761
H: -4.207 2.331 -1.274
H: -4.363 3.717 -3.287
H: -2.362 4.546 -4.460
H: -0.016 5.066 -4.381
H: 2.265 4.457 -3.629
H: 2.496 2.704 -1.863
H: 0.530 2.001 -0.494
C: 5.136 -1.530 -1.071
C: 3.836 -1.184 -0.432
O: 2.922 -2.250 -0.811
P: 1.675 -2.804 0.173
O: 2.284 -2.689 1.632
C: 1.697 -3.370 2.817
C: 1.191 -2.322 3.799
O: 1.780 -4.358 -0.121
C: 1.813 -4.984 -1.417
C: 3.151 -5.761 -1.531
H: 5.912 -0.764 -0.787
H: 5.098 -1.530 -2.147
H: 5.482 -2.534 -0.720
H: 3.428 -0.239 -0.912
H: 3.844 -1.124 0.679
H: 2.556 -3.955 3.246
H: 0.955 -4.131 2.451
H: 0.378 -1.747 3.385
H: 1.999 -1.608 4.038
H: 0.741 -2.734 4.681
H: 1.710 -4.229 -2.201
H: 1.002 -5.682 -1.414
H: 3.967 -5.151 -2.019
H: 3.101 -6.640 -2.151
H: 3.579 -5.940 -0.544

And the Mulliken charges, in e, turn out to be: 1.252, -0.258, 0.888, -0.490, -0.224, -0.282, -0.077, 0.130, 0.318, -0.656, 0.398, 0.637, -0.247, -0.790, -0.439, -0.758, 0.025, 1.013, -0.883, -1.007, -0.973, 1.041, -0.795, -0.575, -0.988, 0.123, 0.285, 0.415, -0.272, 0.512, 0.295, 0.435, 0.412, 0.358, 0.196, 0.556, 0.482, 0.397, 0.443, 0.416, 0.434, 0.082, -1.284, 0.242, -0.219, 0.064, -0.262, 0.354, -0.929, -0.241, -0.126, -1.216, 0.388, 0.326, 0.323, 0.015, 0.309, 0.302, -0.307, 0.061, 0.312, 0.427, 0.235, 0.412, 0.286, 0.408, 0.291

Below is a molecular structure, C44H65AlBrCl4FI3MgN3O16PS3 at a distorted geometry, with properties calculated with ωB97M-V/def2-TZVPD.

Summary:
Total energy in eV: -284878.618
Orbital gap in eV: 1.49
Charge: +1
Strongest force on any atom in eV Å⁻¹: 3.00
Energy above the lowest of the compared OMol25 structures with the same formula, charge and spin in kcal/mol: 0.0

Element x y z (Å)
C: 7.205 1.170 1.772
C: 5.989 1.628 1.030
I: 5.375 3.554 1.617
C: 5.349 0.893 0.117
I: 6.166 -1.061 -0.169
C: 4.096 1.305 -0.682
C: 4.068 2.699 -1.344
C: 3.274 2.792 -2.665
C: 2.856 4.253 -2.908
S: 4.223 5.421 -2.989
C: 3.889 6.376 -1.542
S: 5.092 6.588 -0.483
N: 2.592 6.890 -1.388
C: 2.526 8.365 -1.497
C: 1.911 9.017 -0.272
O: 0.669 8.469 0.114
C: 0.594 7.071 -0.062
C: 1.941 6.412 -0.168
C: 4.268 0.421 -1.954
O: 5.134 0.491 -2.799
O: 3.247 -0.490 -2.126
C: 2.191 -0.223 -1.183
C: 0.929 0.176 -2.074
C: 1.178 0.060 -3.580
C: -0.108 0.429 -4.353
I: -0.095 2.523 -4.824
P: 1.706 -1.939 -0.678
N: 0.424 -1.952 0.260
O: 2.948 -2.757 -0.131
O: 1.378 -2.677 -2.045
C: 2.713 0.742 -0.103
C: 2.827 0.021 1.255
C: 3.248 0.808 2.503
C: 2.402 0.340 3.696
Cl: 2.005 1.695 4.805
C: 1.816 1.973 0.142
C: 0.549 1.669 0.956
C: -0.637 2.485 0.453
C: -1.890 2.002 1.210
S: -2.697 3.402 1.969
O: -1.734 4.181 2.639
O: -3.489 4.045 0.990
Cl: -3.983 2.649 3.460
H: 6.966 0.385 2.481
H: 7.609 1.997 2.344
H: 7.987 0.871 1.088
H: 5.092 2.964 -1.578
H: 3.725 3.477 -0.680
H: 2.336 2.248 -2.668
H: 3.933 2.510 -3.476
H: 2.278 4.296 -3.825
H: 2.184 4.509 -2.095
H: 1.929 8.612 -2.372
H: 3.508 8.802 -1.634
H: 2.587 8.984 0.584
H: 1.749 10.067 -0.492
H: 0.007 6.664 0.769
H: 0.013 6.869 -0.972
H: 2.499 6.650 0.737
H: 1.766 5.339 -0.193
H: 0.107 -0.504 -1.865
H: 0.538 1.174 -1.889
H: 1.920 0.781 -3.889
H: 1.400 -0.953 -3.871
H: -0.159 -0.158 -5.255
H: -0.988 0.243 -3.754
H: 0.671 -2.438 1.122
H: 2.844 -2.954 0.809
H: 1.839 -3.529 -2.063
H: 3.568 -0.764 1.131
H: 1.910 -0.494 1.500
H: 3.151 1.881 2.455
H: 4.266 0.546 2.751
H: 2.953 -0.380 4.285
H: 1.448 -0.066 3.386
H: 2.385 2.726 0.666
H: 1.490 2.446 -0.780
H: 0.261 0.625 0.864
H: 0.685 1.973 1.991
H: -0.821 2.283 -0.597
H: -0.478 3.547 0.595
H: -2.613 1.501 0.578
H: -1.599 1.293 1.977
Mg: -1.298 -3.712 0.156
O: -3.501 1.039 -5.132
C: -4.079 1.878 -4.506
O: -4.085 1.982 -3.176
C: -4.983 3.039 -2.752
C: -5.120 3.955 -3.963
C: -4.958 2.969 -5.111
H: -5.932 2.584 -2.462
H: -4.561 3.545 -1.893
H: -6.050 4.519 -3.975
H: -4.297 4.668 -3.990
H: -5.922 2.491 -5.408
H: -4.480 3.415 -5.986
Br: -5.163 4.811 3.779
C: -3.158 -6.858 4.308
C: -1.886 -6.977 3.655
C: -1.630 -8.318 3.002
O: -0.634 -8.552 2.350
C: -2.632 -9.352 3.189
C: -3.905 -9.242 3.854
C: -4.205 -7.864 4.414
O: -5.254 -7.572 4.940
O: -4.714 -10.132 3.985
O: -1.046 -6.103 3.595
H: -3.410 -5.915 4.785
H: -2.356 -10.309 2.756
O: 1.755 5.873 -5.493
H: 1.888 6.725 -5.921
H: 1.516 5.281 -6.213
Al: -6.555 1.726 -6.956
N: 0.041 -1.391 5.609
C: -1.249 -1.774 5.847
C: -1.314 -3.137 5.721
C: -0.008 -3.595 5.398
C: 0.806 -2.495 5.340
H: 0.375 -0.444 5.625
H: -2.008 -1.048 6.084
H: -2.198 -3.739 5.848
H: 0.298 -4.614 5.231
H: 1.858 -2.403 5.132
C: 7.835 -0.149 -4.441
Cl: 8.692 1.298 -4.986
Cl: 8.950 -1.407 -3.886
H: 7.181 0.122 -3.623
H: 7.257 -0.542 -5.269
F: -0.025 7.107 2.666
O: -5.769 -7.994 1.521
C: -6.592 -8.760 1.090
O: -7.864 -8.633 1.492
C: -8.951 -9.361 0.911
C: -9.123 -10.721 1.554
C: -6.206 -9.909 0.187
H: -8.839 -9.425 -0.172
H: -9.833 -8.753 1.098
H: -8.249 -11.354 1.398
H: -9.994 -11.230 1.141
H: -9.256 -10.614 2.630
H: -5.891 -10.749 0.805
H: -5.370 -9.589 -0.430
H: -6.997 -10.231 -0.486

Atom charges from the Mulliken analysis, given in e for atoms 1 to 99: -1.594, 0.496, 0.167, -1.922, 0.045, 2.089, -1.419, 1.148, -0.658, -0.254, -0.106, -0.155, 0.481, -0.627, -0.577, -0.376, -0.849, 1.557, -1.714, -0.499, -0.139, 2.393, -1.850, -0.459, -1.451, -0.050, -0.104, -0.573, -0.549, -0.526, 2.566, -1.640, -1.020, -0.861, -0.192, -2.026, -0.991, -0.770, -0.956, 1.211, -0.376, -0.416, -0.223, 0.341, 0.475, 0.455, 1.153, 0.282, -1.452, 0.886, 0.286, -0.223, 0.281, 0.387, 0.280, 0.384, 0.287, 0.265, 0.285, -1.255, 1.194, -0.258, 0.300, 0.580, 0.705, 0.439, 0.423, 0.415, 0.335, 1.117, 0.446, 0.228, 0.277, 0.436, 0.288, 1.524, 0.419, 0.247, 0.388, 0.330, 0.376, 0.441, 0.566, 0.173, -0.581, 0.598, -0.303, -0.332, -0.667, -0.245, 0.252, 0.323, 0.350, 0.329, 0.154, 0.443, -0.026, -0.190, 0.369

Below is 2 unconnected molecules or ions with the total composition C4H15N4 at a distorted geometry, with properties calculated with ωB97M-V/def2-TZVPD.

Summary:
Total energy in eV: -10344.807
Orbital gap in eV: 8.64
Charge: +1
Strongest force on any atom in eV Å⁻¹: 2.43
Energy above the lowest of the compared OMol25 structures with the same formula, charge and spin in kcal/mol: 45.5

Element x y z (Å)
C: -0.460 -2.212 2.958
N: 0.980 0.759 1.338
C: 0.166 -0.158 1.744
N: 0.488 -1.209 2.469
H: 0.060 -3.191 2.967
H: -1.269 -2.283 2.234
H: -0.847 -2.001 4.015
H: 1.962 0.607 1.560
H: 0.729 1.587 0.832
H: -0.908 -0.133 1.478
H: 1.465 -1.369 2.706
C: -0.319 1.428 -1.821
C: -0.332 -0.007 -2.414
N: 0.832 -0.208 -3.328
N: -1.412 1.695 -0.878
H: 0.667 1.653 -1.358
H: -0.425 2.080 -2.698
H: -0.330 -0.737 -1.583
H: -1.271 -0.084 -2.945
H: 0.702 -1.043 -3.873
H: 1.637 -0.403 -2.738
H: -1.288 1.056 -0.035
H: -1.430 2.688 -0.570

And the Mulliken charges, in e, turn out to be: -0.806, -0.240, 0.249, -0.186, 0.325, 0.325, 0.288, 0.204, 0.279, 0.293, 0.248, -0.315, -0.337, -0.620, -0.545, 0.119, 0.382, 0.171, 0.357, 0.252, 0.207, 0.064, 0.286

Below is C16H26N4O3S in the gas phase at a distorted geometry, with properties calculated with ωB97M-V/def2-TZVPD.

Summary:
Total energy in eV: -39951.901
Orbital gap in eV: 9.10
Structure (SMILES): CCCc1nnc(SCC(=O)N2CCOCC2)n1C[C@@H]1CCCO1
Strongest force on any atom in eV Å⁻¹: 1.12
Energy above the lowest of the compared OMol25 structures with the same formula, charge and spin in kcal/mol: 36.4

Element x y z (Å)
C: 1.853 1.974 -4.373
C: 2.166 0.496 -4.190
C: 0.982 -0.272 -3.585
C: 0.634 0.172 -2.213
N: -0.075 1.231 -1.947
N: -0.276 1.299 -0.620
C: 0.316 0.265 -0.085
S: 0.244 -0.173 1.600
C: -0.730 1.227 2.260
C: -2.021 0.713 2.879
O: -2.100 0.565 4.084
N: -3.050 0.434 2.052
C: -3.082 0.482 0.607
C: -3.170 -0.953 0.072
O: -4.305 -1.615 0.581
C: -4.290 -1.647 1.991
C: -4.222 -0.236 2.584
N: 0.928 -0.493 -1.043
C: 1.704 -1.683 -0.838
C: 3.210 -1.414 -0.591
C: 3.531 -0.779 0.771
C: 3.689 0.701 0.430
C: 4.271 0.624 -0.978
O: 3.710 -0.533 -1.580
H: 1.527 2.415 -3.435
H: 2.732 2.507 -4.728
H: 1.052 2.106 -5.098
H: 3.035 0.366 -3.546
H: 2.398 0.048 -5.158
H: 0.101 -0.106 -4.209
H: 1.213 -1.338 -3.577
H: -0.864 1.932 1.444
H: -0.131 1.663 3.059
H: -2.217 0.990 0.185
H: -3.987 1.024 0.308
H: -3.273 -0.952 -1.014
H: -2.258 -1.504 0.352
H: -5.210 -2.151 2.293
H: -3.424 -2.228 2.344
H: -4.135 -0.275 3.670
H: -5.115 0.331 2.301
H: 1.294 -2.225 0.019
H: 1.609 -2.303 -1.733
H: 3.714 -2.385 -0.697
H: 4.475 -1.177 1.144
H: 2.756 -0.968 1.508
H: 2.722 1.203 0.417
H: 4.345 1.227 1.119
H: 5.364 0.515 -0.942
H: 4.021 1.487 -1.599

And the Mulliken charges, in e, turn out to be: -1.336, -0.053, -0.892, 0.701, -1.012, -0.414, 0.612, -0.262, -0.998, 0.946, -0.683, -0.047, -0.862, -0.366, -0.432, -0.517, -0.770, 0.577, -1.581, 0.397, -0.828, -0.306, -0.521, -0.477, 0.344, 0.374, 0.351, -0.002, 0.370, 0.424, 0.310, 0.552, 0.416, 0.462, 0.312, 0.321, 0.339, 0.350, 0.304, 0.436, 0.288, 0.457, 0.444, 0.378, 0.376, 0.308, 0.011, 0.525, 0.338, 0.333